# 1
56
Properties=species:S:1:pos:R:3:lowdin_charge:R:1 method="wB97M-V/def2-TZVPD" s_squared=2.035 e_homo_ev="-10.7 / -11.1" spin_multiplicity=3 homo_lumo_gap_ev="6.48 / 7.13" e_above_lowest_kj_mol=0.0 total_charge=+1
C -0.939 2.928 -2.763 0.013
C -0.950 1.957 -1.785 -0.288
N 0.149 1.719 -1.027 -0.071
C 1.333 2.276 -1.357 -0.315
C 1.401 3.230 -2.356 0.002
C 0.250 3.603 -3.057 0.013
C -2.118 1.123 -1.495 -0.290
P -2.085 -0.043 -0.149 0.739
Mo -0.007 0.275 0.655 0.976
P 2.302 0.247 0.308 0.726
C 2.589 1.817 -0.602 -0.246
C -0.233 -1.553 1.860 -0.322
C -0.713 -1.509 3.172 -0.143
C -0.612 -2.648 3.968 -0.083
C -0.069 -3.829 3.442 -0.080
C 0.362 -3.874 2.107 -0.086
C 0.277 -2.730 1.305 -0.160
O -1.947 -0.805 -3.615 -0.085
O 0.328 -0.882 -2.395 -0.139
H -1.884 3.125 -3.233 0.127
H 2.369 3.634 -2.548 0.118
H 0.279 4.403 -3.792 0.125
C -3.286 0.851 0.890 -0.224
C -2.910 -1.559 -0.594 -0.191
H 3.383 1.664 -1.331 0.097
H 2.881 2.610 0.086 0.089
H -2.312 0.477 -2.284 0.035
H -2.998 1.705 -1.389 0.098
C 3.363 0.283 1.736 -0.238
C 3.087 -0.936 -0.823 -0.218
H -1.172 -0.593 3.553 0.076
H -0.958 -2.623 4.999 0.106
H 0.012 -4.728 4.075 0.112
H 0.761 -4.809 1.691 0.108
H 0.594 -2.758 0.276 0.066
H 0.298 -0.398 -1.531 -0.060
H 0.523 -1.800 -2.695 0.118
H -1.094 -0.790 -3.186 -0.054
H -1.874 -0.158 -4.348 0.078
H 0.734 -0.784 -0.423 -0.058
H -4.262 0.874 0.362 0.072
H -3.320 0.250 1.813 0.051
H -2.908 1.870 1.120 0.062
H -3.989 -1.372 -0.542 0.066
H -2.613 -1.866 -1.603 0.048
H -2.611 -2.306 0.156 0.058
H 4.102 -0.606 -1.040 0.061
H 3.090 -1.917 -0.340 0.062
H 2.484 -0.985 -1.726 0.027
H 4.415 0.357 1.423 0.064
H 3.103 1.122 2.392 0.050
H 3.219 -0.653 2.287 0.062
Cl 0.404 2.985 1.697 0.569
C -0.004 1.447 2.482 -0.748
H 0.782 1.157 3.212 0.013
H -1.007 1.529 2.965 0.012

***

# 2
54
Properties=species:S:1:pos:R:3:lowdin_charge:R:1 method="wB97M-V/def2-TZVPD" s_squared=6.039 e_homo_ev="-11.7 / -12.0" spin_multiplicity=5 homo_lumo_gap_ev="7.49 / 5.50" total_charge=+1
Ru 0.056 0.587 0.356 1.588
O -0.796 3.915 -2.523 0.106
C -2.100 3.653 -2.720 -0.237
C -2.901 4.491 -3.490 0.002
C -4.231 4.187 -3.694 -0.031
C -4.803 3.036 -3.145 -0.056
C -4.021 2.199 -2.395 -0.004
C -2.657 2.489 -2.155 -0.074
C -1.905 1.587 -1.327 -0.332
O -0.752 1.912 -0.836 -0.135
N -2.459 0.384 -1.030 0.125
N -1.643 -0.299 -0.238 -0.129
C -2.117 -1.453 0.238 0.004
C -1.418 -2.317 1.068 -0.113
C -2.109 -3.492 1.508 -0.009
C -1.489 -4.415 2.278 -0.042
C -0.128 -4.216 2.640 -0.003
C 0.577 -3.113 2.244 0.015
C -0.047 -2.126 1.470 -0.277
O 0.661 -1.081 1.128 -0.177
H -0.554 4.720 -2.996 0.130
H -2.468 5.382 -3.929 0.127
H -4.837 4.855 -4.292 0.121
H -5.846 2.810 -3.312 0.115
H -4.437 1.302 -1.960 0.115
H -3.130 -1.697 -0.062 0.148
H -3.142 -3.624 1.212 0.127
H -2.015 -5.297 2.614 0.119
H 0.367 -4.962 3.249 0.125
H 1.610 -2.963 2.523 0.133
C 3.064 2.444 4.032 -0.062
C 2.400 3.644 3.366 -0.166
C 0.907 3.426 3.085 -0.313
C 0.334 4.647 2.316 -0.146
C -1.140 4.559 1.943 -0.059
C 0.150 3.316 4.405 -0.405
O 0.301 4.122 5.287 0.136
N -0.743 2.265 4.546 0.222
C -1.045 1.313 3.585 -0.512
O -1.921 0.498 3.743 0.097
N -0.265 1.341 2.439 0.102
C 0.692 2.219 2.231 -0.432
O 1.347 2.038 1.135 -0.100
H 4.094 2.675 4.300 0.083
H 3.084 1.575 3.370 0.077
H 2.548 2.165 4.954 0.084
H 2.889 3.882 2.421 0.125
H 2.474 4.520 4.009 0.127
H 0.948 4.778 1.423 0.127
H 0.508 5.506 2.965 0.132
H -1.335 3.759 1.225 0.061
H -1.459 5.494 1.483 0.084
H -1.775 4.396 2.817 0.086
H -1.277 2.229 5.403 0.174

***

# 3
24
Properties=species:S:1:pos:R:3:lowdin_charge:R:1 method="wB97M-V/def2-TZVPD" e_homo_ev=-21.5 homo_lumo_gap_ev=2.90 e_above_lowest_kj_mol=283.6 total_charge=+3
In 1.876 -1.319 0.162 1.599
C -2.924 -0.718 -1.818 0.078
C -1.569 -0.506 -1.124 -0.334
C -1.817 -0.257 0.380 -0.135
O -0.663 -0.089 1.173 -0.264
C -0.989 0.544 2.437 0.003
N -0.715 -1.638 -1.348 0.220
H -2.833 -1.006 -2.865 0.126
H -3.497 0.209 -1.790 0.152
H -3.406 -1.543 -1.294 0.124
H -1.108 0.343 -1.629 0.174
H -2.423 -1.036 0.842 0.166
H -2.405 0.655 0.486 0.173
H -1.534 -0.048 3.172 0.128
H -1.495 1.489 2.242 0.121
H -0.031 0.787 2.898 0.110
H -1.322 -2.441 -1.267 0.157
H -0.526 -1.533 -2.334 0.152
C 4.520 1.520 0.555 -0.090
O 4.239 0.417 -0.274 -0.141
H 3.636 1.878 1.081 0.103
H 5.264 1.437 1.347 0.117
H 4.854 2.374 -0.035 0.132
H 4.869 0.484 -0.996 0.129

***

# 4
100
Properties=species:S:1:pos:R:3:lowdin_charge:R:1 method="wB97M-V/def2-TZVPD" s_squared=3.837 e_homo_ev="-12.3 / -12.3" spin_multiplicity=4 homo_lumo_gap_ev="6.47 / 6.86" e_above_lowest_kj_mol=61.5 total_charge=+2
Mn 0.342 0.859 -0.240 0.585
O 4.170 1.384 -2.137 0.019
C 4.512 2.459 -1.359 -0.246
C 5.862 2.773 -1.291 -0.007
C 6.287 3.859 -0.549 -0.059
C 5.365 4.647 0.128 -0.072
C 4.021 4.327 0.058 -0.033
C 3.571 3.231 -0.676 -0.099
C 2.095 2.934 -0.776 -0.351
O 1.858 1.546 -0.895 -0.288
N 1.363 3.360 0.425 0.035
N 0.071 2.710 0.371 -0.078
C -0.182 2.061 1.488 -0.258
C -1.555 1.576 1.756 -0.543
Br -1.605 -0.273 1.167 0.963
C -2.633 2.136 2.282 -0.059
C -2.748 3.519 2.765 -0.216
C -3.599 3.759 3.844 -0.026
C -3.750 5.041 4.344 -0.052
C -3.072 6.098 3.754 -0.054
C -2.243 5.872 2.663 -0.059
C -2.079 4.589 2.170 -0.032
H 3.251 1.158 -1.926 0.041
H 6.562 2.151 -1.832 0.099
H 7.342 4.089 -0.496 0.114
H 5.690 5.502 0.702 0.109
H 3.312 4.949 0.589 0.107
H 1.683 3.429 -1.672 0.163
H 1.155 4.355 0.369 0.133
H 0.551 2.095 2.297 0.155
H -3.507 1.508 2.419 0.122
H -4.134 2.935 4.300 0.120
H -4.402 5.217 5.188 0.116
H -3.201 7.102 4.135 0.116
H -1.734 6.701 2.191 0.111
H -1.462 4.426 1.296 0.093
C -2.967 -1.606 -1.907 -0.119
N -1.490 -1.532 -2.143 -0.354
P -0.777 0.092 -2.318 1.055
C 0.255 -0.107 -3.797 -0.342
C 1.373 0.709 -3.934 -0.070
C 2.149 0.646 -5.084 -0.035
C 1.803 -0.225 -6.105 -0.045
C 0.674 -1.029 -5.982 -0.052
C -0.097 -0.970 -4.835 -0.102
C -2.129 1.121 -2.907 -0.362
C -2.196 2.410 -2.383 -0.082
C -3.092 3.330 -2.919 -0.051
C -3.920 2.960 -3.963 -0.042
C -3.858 1.669 -4.486 -0.044
C -2.962 0.756 -3.969 -0.084
P -0.725 -2.966 -1.878 0.958
C -1.734 -4.163 -2.715 -0.305
C -1.680 -4.217 -4.110 -0.055
C -2.558 -5.037 -4.798 -0.038
C -3.502 -5.781 -4.101 -0.032
C -3.560 -5.724 -2.716 -0.037
C -2.675 -4.921 -2.016 -0.082
C -0.171 -3.716 -0.345 -0.255
C 0.041 -5.101 -0.466 -0.064
C 0.614 -5.810 0.576 -0.035
C 0.978 -5.162 1.747 -0.029
C 0.797 -3.792 1.861 -0.039
C 0.240 -3.073 0.818 -0.111
H -3.482 -1.908 -2.817 0.094
H -3.330 -0.634 -1.589 0.071
H -3.197 -2.319 -1.115 0.080
H 1.645 1.391 -3.142 0.083
H 3.025 1.273 -5.172 0.122
H 2.407 -0.277 -7.000 0.121
H 0.398 -1.699 -6.786 0.118
H -0.973 -1.598 -4.747 0.080
H -1.559 2.704 -1.558 0.074
H -3.139 4.332 -2.516 0.116
H -4.617 3.674 -4.380 0.119
H -4.502 1.387 -5.307 0.118
H -2.909 -0.236 -4.400 0.102
H -0.938 -3.648 -4.653 0.096
H -2.505 -5.100 -5.876 0.121
H -4.189 -6.417 -4.642 0.122
H -4.292 -6.311 -2.179 0.121
H -2.713 -4.897 -0.934 0.119
H -0.216 -5.635 -1.369 0.115
H 0.773 -6.873 0.465 0.123
H 1.414 -5.722 2.563 0.124
H 1.105 -3.275 2.760 0.121
H 0.171 -2.008 0.912 0.000
Br 6.833 -1.057 -2.144 0.846
C 5.256 -1.742 -2.888 -0.647
C 5.305 -2.416 -4.109 -0.131
N 4.241 -2.963 -4.691 0.111
C 3.077 -2.862 -4.068 -0.066
C 2.932 -2.192 -2.855 -0.109
C 4.045 -1.613 -2.247 -0.031
C 1.639 -2.076 -2.194 -0.432
O 0.658 -2.874 -2.729 -0.094
O 1.383 -1.352 -1.251 0.011
H 6.250 -2.519 -4.628 0.117
H 2.224 -3.317 -4.556 0.123
H 3.967 -1.093 -1.303 0.125